{
  "formula": "C11H11N3S",
  "method": "ωB97M-V with the def2-TZVPD basis set",
  "symbols": ["C", "C", "C", "C", "N", "N", "N", "C", "C", "H", "H", "H", "H", "H", "C", "C", "C", "C", "C", "S", "H", "H", "H", "H", "H", "H"],
  "positions_angstrom": [[0.811806, 3.198087, 1.957186], [-0.581101, 2.960427, 1.666298], [-1.049567, 1.698534, 1.403617], [-0.040276, 0.733154, 1.415190], [-0.284612, -0.553788, 1.227419], [0.909507, -1.083891, 1.191568], [1.933826, -0.276055, 1.490815], [1.356002, 0.953131, 1.593513], [1.802309, 2.237634, 1.998604], [1.213376, 4.193210, 2.244801], [-1.208555, 3.916510, 1.635754], [-2.032424, 1.447070, 1.320301], [1.045433, -2.072932, 1.226983], [2.850529, 2.234701, 2.264461], [-0.540014, -0.160179, -2.421917], [0.145608, -1.503403, -2.078767], [-0.343951, -2.803216, -2.605524], [-0.681912, -2.350631, -1.219415], [-1.370092, -2.583509, -0.211280], [-2.265863, -2.956965, 1.000090], [-1.556263, -0.142432, -2.818279], [-0.061762, 0.583218, -3.111553], [-0.488473, 0.507952, -1.501355], [1.197192, -1.652312, -1.800765], [0.417510, -3.703358, -2.525916], [-1.178236, -2.820956, -3.341831]],
  "atomic_forces_ev_per_a": [[1.8, 0.6, 0.8], [-0.2, 1.8, -0.2], [2.9, 2.2, 1.0], [-0.2, -0.3, -0.2], [0.3, -0.6, -0.6], [0.8, 1.4, 1.3], [-0.1, 0.3, -0.4], [-1.2, -1.5, 0.3], [-0.9, -1.3, -0.9], [-1.0, -0.4, -0.3], [0.6, -1.8, 0.2], [-2.5, -0.6, -0.5], [0.0, -0.5, -0.2], [0.0, 1.1, 0.1], [1.5, 2.4, 0.7], [0.0, 0.7, -0.2], [0.4, -2.2, 0.0], [0.9, 0.0, -2.0], [-1.4, -0.7, 1.5], [-0.5, -0.4, 0.6], [-0.1, -0.9, 0.5], [0.5, -1.3, 0.0], [-0.5, -1.1, -0.7], [-0.2, 1.3, -0.2], [-1.7, 1.9, -0.8], [0.9, -0.2, 0.6]],
  "total_energy_ev": -26886.2123,
  "e_homo_ha": -0.2945,
  "fmax_ha_per_bohr": 0.074,
  "lumo_energy_ev": 0.2,
  "multiplicity": 1
}